[1]
ORCA calculation (wB97M-V/def2-TZVPD) on an isolated molecule of C13H22N6 in a non-equilibrium geometry.

The calculation puts the molecular weight at 262.36 g mol⁻¹. As for the spin multiplicity: 1. Its structure (SMILES) is CCCCCCNCCn1cnc2c(N)ncnc21. The value obtained for the HOMO-LUMO gap is 9.208 eV. As for the HOMO energy: -8.3 eV.

```
41
C13H22N6, DFT wB97M-V/def2-TZVPD
H -2.378 -2.375 1.859
H -1.629 2.140 1.395
H -1.647 -2.022 3.452
H 3.535 1.179 -1.969
H 2.031 0.816 0.022
N -2.066 0.181 0.943
H 0.624 3.334 -0.974
C 2.495 1.499 -1.965
H 2.725 2.434 -0.048
N 1.769 -1.481 1.435
C 1.180 -1.886 0.261
C -1.874 1.920 -0.744
C -2.214 -0.261 2.306
H -3.309 1.914 0.876
H -0.335 1.462 -2.166
N -1.065 -2.475 -0.463
C -0.500 -2.633 -1.644
H -3.249 -0.214 2.691
H -1.978 2.994 -0.906
H 3.575 -1.552 -0.728
C 2.024 1.753 -0.538
C 1.648 -2.096 -1.047
H 0.388 2.543 0.584
H 2.416 2.407 -2.559
C -1.707 -1.709 2.406
H -1.158 -2.937 -2.447
H 1.897 0.723 -2.438
N 0.769 -2.463 -1.982
C -0.450 1.471 -1.081
N 2.945 -1.970 -1.389
C 0.624 2.366 -0.466
H -0.322 0.451 -0.719
H 0.920 -1.161 3.323
H -2.628 -0.383 0.314
C -0.195 -2.086 0.472
H -1.592 0.387 2.934
C -2.267 1.590 0.696
H -2.569 1.410 -1.416
N -0.415 -1.814 1.789
H 3.187 -2.012 -2.363
C 0.796 -1.442 2.295
```

=====

[2]
ORCA calculation (wB97M-V/def2-TZVPD) on the ion C13H22NO with charge +1 in a non-equilibrium geometry.

The calculation puts the molecular weight at 208.33 g mol⁻¹. As for the spin multiplicity: 1. Its structure (SMILES) is Cc1cc(C)c([C@@H](C)[NH2+]CCO)c(C)c1. The value obtained for the HOMO-LUMO gap is 9.363 eV. As for the charge: +1. As for the HOMO energy: -12.1 eV.

```
37
C13H22NO, DFT wB97M-V/def2-TZVPD
H 1.798 -1.728 2.628
H -4.033 2.930 -1.428
H 0.087 -1.975 0.831
H 1.824 -2.913 -0.147
C 1.638 -1.934 -0.634
H -0.841 2.220 -2.699
H -4.338 1.865 -2.794
H 1.851 0.537 0.779
O 3.375 1.241 2.391
C -2.522 1.345 -1.717
H 1.261 1.548 -2.691
C -2.484 -1.577 0.682
H 1.807 0.812 -1.208
C 1.785 -0.612 2.553
H -2.041 -1.441 1.674
C -1.195 1.396 -2.090
C -0.588 -0.419 -0.627
H 4.076 1.712 2.872
C 1.170 0.649 -2.083
C -3.528 2.356 -2.228
H 1.588 -0.180 -2.663
H 2.579 -1.347 -0.728
C -1.963 -0.595 -0.333
N 1.199 -0.214 1.180
H 4.084 -0.672 2.811
C 0.514 -1.243 0.153
H -3.885 0.403 -0.387
C 3.186 -0.071 2.971
H 0.337 0.354 1.378
H -2.339 -2.621 0.397
C -0.255 0.462 -1.662
H 1.227 -2.159 -1.630
H -3.076 3.086 -2.923
C -2.871 0.367 -0.780
H 1.103 -0.158 3.289
H -3.557 -1.401 0.818
H 3.026 -0.023 4.044
```

=====

[3]
ORCA calculation (wB97M-V/def2-TZVPD) on a structure of composition C13H22NO2PtSi2 in a non-equilibrium geometry.

The calculation puts the molecular weight at 475.57 g mol⁻¹. As for the spin multiplicity: 1. The value obtained for the HOMO-LUMO gap (alpha / beta) is 6.195 / 6.192 eV. As for the charge: -1. As for the HOMO energy (alpha / beta): -3.7 / -3.7 eV.

```
41
C13H22NO2PtSi2, DFT wB97M-V/def2-TZVPD
O -1.015 1.832 -1.775
H -2.697 0.471 2.418
H -3.432 -0.718 -0.743
H -4.869 0.667 -2.168
Si 1.609 -0.652 -1.436
C 2.092 -0.355 0.439
H 0.833 -0.071 3.573
H 3.637 0.724 -2.183
C 1.555 -0.068 2.768
C 3.417 -0.086 0.764
H -1.220 0.626 3.349
O -2.027 3.787 -1.700
H -3.238 1.489 -0.176
H -0.608 -3.094 1.637
H 2.178 1.705 -2.111
H -3.406 0.941 -3.139
H 2.340 -3.105 -1.274
H 3.158 0.478 4.080
H -1.509 1.692 1.983
C 2.640 -2.250 -1.872
Si -0.758 -0.584 1.146
H 2.527 -2.522 -2.916
H 4.169 -0.097 -0.014
C -3.764 0.734 -2.128
C 2.570 0.733 -2.389
H -2.252 -2.538 1.881
N -3.166 -0.526 -1.704
C -1.633 0.676 2.345
H 4.844 0.466 2.269
H -1.027 -2.197 3.087
H 2.437 0.622 -3.461
H 3.696 -2.078 -1.689
C 2.871 0.230 3.065
Pt -0.700 -0.331 -1.215
C 3.811 0.223 2.053
H -4.136 2.645 -1.187
C -2.020 2.566 -1.590
C 1.140 -0.340 1.470
H -3.480 -1.296 -2.286
C -3.362 1.874 -1.192
C -1.207 -2.274 2.019
```

=====

[4]
ORCA calculation (wB97M-V/def2-TZVPD) on a structure of composition C13H23AuF5NO2P2 in a non-equilibrium geometry.

The calculation puts the molecular weight at 579.24 g mol⁻¹. As for the spin multiplicity: 3. The value obtained for the HOMO-LUMO gap (alpha / beta) is 9.269 / 5.163 eV. As for the charge: +2. As for the HOMO energy (alpha / beta): -15.8 / -16.2 eV.

```
47
C13H23AuF5NO2P2, DFT wB97M-V/def2-TZVPD
H -2.675 0.218 1.002
C -2.893 -0.843 0.835
C 2.209 -2.253 -0.978
H 1.245 0.987 3.180
H -2.431 1.269 -3.551
C 2.211 0.956 2.669
H -1.392 -1.403 -2.563
H 3.999 1.757 0.406
C -0.194 3.079 -1.684
H 3.523 0.673 -0.915
H -1.388 -3.819 -1.022
H 2.295 2.344 -0.631
N -0.385 0.855 -0.913
H -0.925 -0.629 3.172
F 3.295 -2.565 -0.206
C -1.699 1.562 -2.793
F 1.102 -4.349 -0.562
H -1.161 3.806 2.912
C 0.200 2.050 -0.814
C -1.122 2.831 -2.703
C -1.920 -0.782 -1.824
H -2.904 -1.385 1.789
H 4.371 0.009 0.512
C -2.085 -3.307 -0.352
O -1.113 0.053 3.819
H -1.392 3.604 -3.420
F 2.497 -4.292 -2.241
P -1.614 -1.581 -0.204
F 0.595 -3.235 -2.426
H -2.132 2.696 3.343
C 1.428 2.202 0.073
Au 0.686 -1.192 0.156
H -2.992 -0.787 -2.078
C 3.649 0.749 0.166
C -1.332 0.616 -1.828
F 2.666 -1.509 -2.041
O -2.124 3.557 2.911
H -2.039 -0.134 4.056
H -3.116 -3.431 -0.708
C 1.601 -3.560 -1.554
H -3.879 -0.938 0.362
H 1.482 3.108 0.718
P 2.006 0.632 0.909
H 2.749 1.899 2.812
H 2.809 0.154 3.121
H -1.992 -3.724 0.658
H 0.279 4.053 -1.571
```

=====

[5]
ORCA calculation (wB97M-V/def2-TZVPD) on a structure of composition C13H23BrMgNP in a non-equilibrium geometry.

The calculation puts the molecular weight at 328.52 g mol⁻¹. As for the spin multiplicity: 1. The value obtained for the HOMO-LUMO gap is 7.693 eV. As for the HOMO energy: -7.8 eV.

```
40
C13H23BrMgNP, DFT wB97M-V/def2-TZVPD
H 0.538 -0.381 2.303
H -2.823 -0.669 -2.110
C -0.865 1.464 3.552
C -2.307 -0.552 -1.147
H -1.452 2.886 1.647
P -1.075 -1.885 -0.951
H -0.717 -1.305 -3.314
H -0.236 2.430 0.408
H 1.503 0.681 3.198
H -1.591 0.629 3.745
C 0.779 -0.284 -2.090
C -0.915 2.039 1.182
H 2.738 2.860 -0.901
C 2.195 1.978 -1.270
H -2.530 -3.097 -2.484
C 1.003 -0.046 -0.751
H -1.684 1.397 0.668
H -0.089 1.418 4.344
N -0.210 1.444 2.276
H -0.367 -2.876 1.912
C 2.027 1.223 1.155
H -2.822 -3.514 -0.763
H 0.145 -3.303 1.446
C 1.939 1.776 -2.620
H -1.399 -4.187 -1.609
H -1.830 0.433 -1.110
H 2.276 2.509 -3.354
C 1.726 1.046 -0.311
H -1.393 2.426 3.610
H 2.986 0.729 1.399
H 1.057 0.429 -4.098
H 2.165 2.294 1.370
Mg 0.658 -1.380 0.862
C 0.978 0.701 2.216
H -3.028 -0.632 -0.324
H 0.553 -2.382 -2.662
C -2.051 -3.309 -1.518
C 1.264 0.629 -3.047
C -0.057 -1.490 -2.458
Br 2.911 -2.129 1.601
```

=====

[6]
ORCA calculation (wB97M-V/def2-TZVPD) on a structure of composition C13H23ClI2NP2Y in a non-equilibrium geometry.

The calculation puts the molecular weight at 633.45 g mol⁻¹. As for the spin multiplicity: 1. The value obtained for the HOMO-LUMO gap (alpha / beta) is 5.714 / 5.716 eV. As for the charge: +2. As for the HOMO energy (alpha / beta): -13.8 / -13.8 eV.

```
43
C13H23ClI2NP2Y, DFT wB97M-V/def2-TZVPD
H 2.085 -2.104 4.204
C 1.677 -3.226 -1.687
H -4.053 0.371 -0.077
C 0.786 -0.386 4.292
H -3.444 2.856 1.741
H 1.095 -3.902 -1.043
H 2.115 -3.014 1.309
H -1.537 3.418 -1.679
H -1.257 4.036 -0.013
C -1.934 3.454 -0.652
I -0.296 2.455 4.427
C 1.576 -1.377 4.836
C 1.016 -0.653 7.110
Y 0.396 0.483 -0.515
I -2.406 0.061 4.126
H 2.601 -3.717 -2.017
H 3.258 -0.569 -2.539
C 0.258 0.361 6.626
C 0.706 -0.163 2.901
H 3.691 -3.146 0.441
C 1.672 -1.532 6.229
H 4.186 -1.994 -1.933
P -2.038 1.742 -0.004
H 2.242 -2.350 6.656
H -1.737 2.543 2.278
C 0.066 0.506 5.200
H -2.898 1.191 2.135
Cl -0.300 0.068 -2.920
H -2.944 3.890 -0.638
H -1.074 0.278 5.155
H 1.095 -0.799 8.201
H 4.156 -0.447 -0.997
H -4.338 2.018 -0.753
C 2.886 -2.468 0.741
H -3.446 0.779 -1.713
H 1.063 -2.942 -2.552
H -0.359 1.003 7.254
C 3.571 -1.111 -1.649
C -2.598 2.148 1.692
H 3.285 -1.657 1.379
N 0.564 -0.050 1.722
C -3.636 1.178 -0.706
P 2.082 -1.708 -0.740
```

=====

Record order is preserved below.
Energy relative to the best compared isomer or geometry (same formula, charge and spin): 0.0; 14.1; 0.0; 0.0; 17.5; 34.7 kcal/mol
Record order is preserved below.
Electronic energy: -837.14843; -638.28102; -1412.20561; -2031.48159; -3679.32273; -2339.94858 Ha